No. 1
{"formula": "C35H53N8OPS2", "method": "ωB97M-V/def2-TZVPD", "elements": ["H", "N", "C", "C", "C", "C", "N", "C", "S", "C", "S", "C", "N", "C", "C", "C", "C", "C", "C", "C", "C", "C", "N", "C", "C", "P", "C", "O", "H", "H", "H", "H", "H", "H", "H", "H", "H", "H", "H", "H", "H", "H", "H", "H", "H", "H", "H", "H", "H", "H", "H", "H", "C", "C", "C", "C", "N", "H", "H", "H", "H", "H", "H", "H", "C", "C", "C", "C", "N", "H", "H", "H", "H", "H", "H", "H", "C", "C", "C", "C", "N", "H", "H", "H", "H", "H", "H", "H", "C", "C", "C", "C", "N", "H", "H", "H", "H", "H", "H", "H"], "xyz": [[-4.594186, 2.659215, 1.568523], [-5.276623, 1.902662, 1.524079], [-4.866778, 1.043395, 0.691766], [-5.634488, -0.222079, 0.396894], [-4.691084, -1.314593, -0.098492], [-4.438042, -1.354304, -1.499388], [-5.063847, -0.374236, -2.355089], [-4.419206, 0.635411, -2.570937], [-3.540083, 1.826566, -3.054782], [-3.604551, -2.297375, -2.037786], [-3.278946, -2.297188, -3.792200], [-2.968934, -3.244366, -1.193130], [-2.144955, -4.180669, -1.752957], [-1.566862, -4.988238, -0.915944], [-1.761872, -4.930968, 0.491528], [-0.996282, -5.871658, 1.379891], [0.510468, -5.478399, 1.474177], [0.815549, -4.026678, 1.117630], [2.224303, -3.580116, 1.567107], [2.290890, -3.376258, 3.092178], [1.763698, -1.996029, 3.544237], [0.348541, -2.012963, 4.134572], [-2.574461, -4.075497, 1.045057], [-3.193468, -3.203112, 0.190717], [-4.074394, -2.219259, 0.737285], [-4.288852, -2.274609, 2.574202], [-6.016606, -2.919400, 2.748731], [-4.404466, -0.685431, 3.037605], [-3.917934, 1.163795, 0.156709], [-6.143536, -0.572612, 1.289526], [-6.351504, -0.042679, -0.403938], [-4.311965, -3.032595, -4.234059], [-0.892846, -5.736530, -1.323570], [-1.430920, -5.780249, 2.375565], [-1.116824, -6.906181, 1.057725], [0.892758, -5.761646, 2.453494], [1.041786, -6.103160, 0.748591], [0.783218, -3.918406, 0.030101], [0.111734, -3.316888, 1.554812], [2.377560, -2.609780, 1.089159], [2.980210, -4.281685, 1.210625], [1.723126, -4.149581, 3.610214], [3.341659, -3.412421, 3.375674], [2.429649, -1.655658, 4.342500], [1.858465, -1.257337, 2.745498], [-0.361305, -2.606652, 3.556748], [0.364412, -2.411506, 5.149757], [-0.041451, -0.993781, 4.176540], [-6.564503, -2.918449, 1.804555], [-6.570722, -2.333140, 3.484708], [-5.983807, -3.940475, 3.124726], [-5.116371, -0.528850, 3.666361], [7.395905, -0.818012, 6.317069], [6.054695, -0.121242, 6.120940], [4.884165, -0.899072, 6.733866], [4.751510, -2.223684, 6.123048], [4.648555, -3.251617, 5.622536], [7.414945, -1.789677, 5.821833], [8.202416, -0.218946, 5.894713], [7.608917, -0.970789, 7.376996], [5.873423, 0.024564, 5.054627], [6.089297, 0.869332, 6.577583], [3.948344, -0.359199, 6.584153], [5.029929, -1.026991, 7.807825], [-0.865576, 4.297517, -4.693532], [-1.506171, 4.895407, -3.445985], [-1.808156, 6.392528, -3.575966], [-0.574437, 7.149206, -3.802944], [0.402917, 7.728633, -3.968755], [0.102742, 4.760216, -4.901094], [-0.702160, 3.238887, -4.551137], [-1.502065, 4.426855, -5.568824], [-0.847517, 4.732275, -2.589021], [-2.433037, 4.359808, -3.239840], [-2.279636, 6.768852, -2.667285], [-2.488653, 6.574938, -4.409027], [2.264975, 1.667149, -8.126999], [2.466824, 1.496989, -6.625957], [1.383865, 0.629154, -5.973654], [0.056603, 1.223605, -6.145708], [-0.973122, 1.713181, -6.279829], [1.326513, 2.177987, -8.346643], [3.070603, 2.263098, -8.555343], [2.254263, 0.700532, -8.634254], [2.481259, 2.478586, -6.148176], [3.438392, 1.036628, -6.439316], [1.574175, 0.520687, -4.905078], [1.374524, -0.368826, -6.414759], [2.657555, 5.269027, -1.631320], [1.637452, 5.429616, -0.511673], [2.265173, 5.414916, 0.886660], [2.952282, 4.147523, 1.149720], [3.481273, 3.149660, 1.355029], [3.172214, 4.308476, -1.572359], [2.163044, 5.320945, -2.601593], [3.407285, 6.061208, -1.594099], [0.895830, 4.630696, -0.584412], [1.107750, 6.374529, -0.647403], [1.498427, 5.550710, 1.650050], [2.987178, 6.226790, 0.987885]], "forces_ev_per_angstrom": [[-0.144, 0.090, 0.101], [0.127, -0.078, -0.217], [-0.171, 0.110, 0.193], [0.599, -0.635, -0.134], [-0.375, 0.370, -0.136], [-0.004, -0.245, 0.279], [0.758, 0.439, 0.863], [-0.231, -0.516, -0.864], [-0.155, 0.148, 0.182], [-0.267, -0.195, -0.638], [0.318, 0.138, -0.164], [0.077, -0.077, -0.302], [-0.038, 0.024, 0.349], [-0.049, 0.111, -0.249], [-0.025, -0.565, 0.388], [0.192, 0.597, 0.571], [-0.327, -0.473, -0.728], [0.842, 0.076, 0.117], [-1.045, 0.060, 0.276], [0.342, 0.731, -0.612], [-0.012, -0.388, 0.460], [0.074, 0.281, -0.196], [0.012, 0.038, -0.683], [-0.165, 0.305, 0.423], [-0.457, 0.242, 0.042], [0.923, -0.772, 0.977], [-0.188, 0.163, -0.458], [-0.193, 0.029, -0.410], [-0.028, -0.039, -0.059], [-0.174, 0.265, -0.011], [-0.168, 0.150, 0.147], [-0.063, -0.005, 0.304], [-0.016, -0.012, -0.022], [-0.128, -0.042, -0.045], [0.060, 0.000, -0.083], [-0.037, 0.107, 0.067], [0.189, 0.034, 0.111], [-0.283, 0.071, 0.010], [-0.225, -0.134, -0.064], [0.415, -0.066, -0.041], [0.030, -0.015, 0.019], [0.259, -0.159, 0.120], [-0.074, -0.368, 0.235], [0.001, 0.147, -0.055], [-0.101, -0.084, -0.108], [0.037, -0.007, -0.061], [-0.032, -0.057, -0.010], [-0.098, -0.045, 0.124], [-0.112, 0.046, 0.090], [0.032, 0.069, -0.010], [0.139, -0.032, -0.038], [-0.043, 0.113, -0.096], [-0.002, 0.023, -0.025], [0.194, -0.012, -0.015], [0.105, 0.063, -0.134], [-0.127, 0.019, 0.047], [0.068, -0.020, 0.033], [-0.031, -0.018, 0.031], [0.006, 0.005, 0.021], [0.006, -0.012, -0.004], [-0.071, 0.017, 0.016], [-0.090, -0.004, 0.009], [-0.033, -0.039, 0.030], [-0.015, -0.018, 0.007], [0.069, 0.375, 0.268], [0.129, -0.157, -0.162], [0.099, -0.185, 0.081], [-0.087, 0.134, 0.013], [0.028, -0.048, 0.028], [-0.037, 0.044, -0.018], [-0.033, -0.102, -0.006], [0.001, -0.070, -0.019], [-0.048, 0.057, 0.047], [-0.077, 0.185, 0.087], [-0.016, 0.065, -0.033], [0.011, 0.027, -0.011], [0.019, 0.028, 0.015], [0.048, 0.060, -0.177], [0.086, 0.158, -0.025], [-0.053, -0.150, 0.008], [0.018, -0.208, -0.176], [-0.024, -0.038, 0.016], [0.007, -0.019, -0.009], [-0.009, 0.004, -0.008], [-0.009, -0.030, 0.061], [-0.031, -0.033, 0.078], [-0.044, -0.045, 0.005], [-0.023, -0.012, 0.010], [-0.013, -0.036, -0.030], [0.018, -0.005, -0.229], [-0.090, -0.090, -0.159], [0.013, 0.061, 0.130], [-0.003, -0.013, -0.036], [0.010, 0.011, 0.066], [0.024, 0.059, -0.008], [0.000, 0.001, -0.026], [-0.027, 0.016, 0.091], [-0.018, 0.002, 0.095], [0.040, 0.012, 0.045], [0.015, -0.007, 0.019]], "total_energy_ha": -3016.418483, "lumo_ha": -0.014, "smiles": "[H]/N=C/Cc1c(N=C=S)c(S)c2ncc(CCCCCCC)nc2c1P(C)O.CCCC#N.CCCC#N.CCCC#N.CCCC#N", "fmax_ev_per_a": 1.55, "homo_lumo_gap_ev": 7.590}

---

No. 2
{"formula": "C35H53NO2P3Sn", "method": "ωB97M-V/def2-TZVPD", "elements": ["Sn", "P", "P", "N", "C", "H", "H", "C", "H", "H", "C", "H", "H", "C", "H", "H", "C", "C", "H", "H", "H", "C", "C", "H", "H", "H", "C", "C", "H", "H", "H", "C", "C", "H", "H", "H", "C", "O", "C", "H", "H", "H", "C", "H", "H", "H", "C", "H", "H", "H", "C", "H", "H", "H", "H", "H", "H", "H", "H", "H", "O", "P", "C", "C", "C", "C", "C", "C", "C", "C", "C", "C", "C", "C", "C", "C", "C", "C", "C", "C", "H", "H", "H", "H", "H", "H", "H", "H", "H", "H", "H", "H", "H", "H", "H"], "xyz": [[0.000000, 0.000000, 0.000000], [-1.318426, 1.108485, 1.401358], [0.767864, -1.115865, -1.762024], [-1.891699, 0.071682, -1.231607], [-3.080448, 0.715001, 0.824113], [-3.668526, 0.293306, 1.656308], [-3.580923, 1.650234, 0.515697], [-3.030353, -0.275984, -0.347353], [-2.866061, -1.302917, 0.018068], [-3.986851, -0.258956, -0.911424], [-1.827779, -0.641933, -2.538546], [-1.519538, 0.095721, -3.298990], [-2.835220, -1.003634, -2.822431], [-0.818823, -1.790621, -2.499108], [-0.696452, -2.241017, -3.500472], [-1.170355, -2.580079, -1.813433], [1.908896, -2.608198, -1.592697], [1.988233, -3.145726, -0.154268], [1.104793, -3.748197, 0.116741], [2.092085, -2.321597, 0.572111], [2.878075, -3.793753, -0.052771], [1.526196, -0.136003, -3.179782], [2.819967, 0.544510, -2.703806], [2.830169, 1.604716, -3.015647], [3.711463, 0.061158, -3.142429], [2.902780, 0.503162, -1.605169], [-1.339173, 2.992778, 1.453208], [-0.273766, 3.506379, 2.433490], [0.024545, 4.549910, 2.221955], [0.624254, 2.863841, 2.375245], [-0.662485, 3.480489, 3.467618], [-1.400392, 0.553622, 3.200136], [-0.029638, 0.590900, 3.894354], [-0.048043, -0.061215, 4.786706], [0.239880, 1.607953, 4.224727], [0.764031, 0.232589, 3.221532], [-0.289940, -1.511117, 0.888555], [-0.527846, -2.492506, 1.507927], [1.724730, -0.906148, -4.492235], [1.597191, -1.994469, -4.348334], [1.021983, -0.583673, -5.279943], [2.749639, -0.745681, -4.875140], [-2.734307, 3.488952, 1.866174], [-2.651478, 4.303662, 2.606353], [-3.277010, 3.876278, 0.984487], [-3.344781, 2.685536, 2.309987], [-2.493142, 1.249851, 4.024493], [-2.526337, 0.825988, 5.044838], [-2.294706, 2.331665, 4.123775], [-3.496721, 1.127597, 3.578958], [3.310138, -2.249105, -2.118463], [3.739357, -1.372302, -1.608059], [4.005554, -3.091295, -1.967241], [3.258550, -2.030113, -3.201115], [1.476325, -3.396565, -2.238122], [-1.672510, -0.513098, 3.076989], [0.772682, 0.660639, -3.332647], [-1.101377, 3.354286, 0.434297], [-1.928037, 1.077463, -1.422690], [0.350251, 1.402528, -0.852409], [1.752710, 0.242406, 1.085873], [3.055221, -0.312319, 1.859341], [3.832415, 1.257207, 2.508164], [3.318825, 2.503342, 2.117743], [3.914611, 3.692848, 2.547352], [5.044939, 3.652394, 3.364573], [5.582745, 2.423170, 3.742593], [4.986233, 1.234281, 3.313468], [2.840814, -1.581044, 3.258405], [3.999341, -2.045734, 3.918793], [3.928962, -2.981423, 4.955210], [2.695933, -3.483776, 5.358729], [1.538550, -3.054709, 4.717868], [1.614588, -2.121229, 3.680306], [4.440330, -0.841118, 0.748309], [5.068191, 0.091707, -0.095648], [6.159533, -0.292511, -0.883434], [6.640980, -1.604479, -0.826162], [6.035075, -2.531483, 0.021823], [4.945961, -2.152277, 0.809644], [2.478983, 2.561493, 1.449100], [3.509137, 4.645338, 2.233824], [5.512977, 4.571959, 3.691130], [6.471061, 2.388845, 4.360956], [5.448845, 0.316443, 3.611307], [4.977204, -1.709425, 3.628398], [4.834114, -3.320149, 5.442397], [2.637432, -4.207891, 6.160999], [0.576299, -3.445507, 5.024433], [0.701084, -1.837243, 3.242502], [4.718963, 1.113780, -0.143128], [6.637654, 0.426581, -1.534626], [7.485998, -1.901100, -1.433506], [6.409901, -3.546610, 0.073845], [4.502503, -2.889008, 1.461767]], "forces_ev_per_angstrom": [[2.942, 6.545, -3.008], [-4.587, 3.505, 4.870], [2.622, -4.235, -5.939], [-1.820, 0.606, -1.269], [0.292, -0.006, -0.306], [0.303, 0.137, -0.345], [0.276, -0.453, 0.027], [-0.350, -0.320, -0.173], [0.002, 0.334, -0.116], [0.490, -0.012, 0.261], [-0.374, 0.188, -0.189], [-0.142, -0.295, 0.255], [0.443, 0.144, 0.114], [0.234, -0.063, 0.349], [0.095, 0.271, 0.407], [0.167, 0.199, -0.194], [0.010, -0.127, -0.034], [-0.038, -0.355, 0.097], [0.356, 0.430, -0.016], [-0.179, -0.537, -0.305], [-0.381, 0.224, -0.157], [-0.523, 0.279, 0.292], [0.212, 0.671, 0.022], [0.002, -0.426, 0.204], [-0.482, 0.333, 0.326], [0.084, 0.267, -0.382], [-0.165, -0.058, 0.134], [0.445, -0.185, 0.023], [-0.213, -0.474, -0.022], [-0.273, 0.479, 0.177], [0.297, -0.028, -0.484], [0.062, -0.325, -0.316], [0.168, 0.192, 0.216], [-0.001, 0.293, -0.359], [-0.152, -0.444, -0.091], [-0.455, 0.277, 0.377], [-1.598, -6.389, 3.588], [-0.865, -2.389, 1.430], [-0.229, -0.365, -0.484], [0.001, 0.438, -0.268], [0.255, -0.162, 0.345], [-0.530, -0.068, 0.096], [-0.563, 0.403, -0.310], [-0.095, -0.276, -0.350], [0.105, -0.092, 0.486], [0.212, 0.738, -0.232], [-0.061, 0.106, 0.249], [0.064, 0.081, -0.453], [-0.109, -0.580, 0.072], [0.433, 0.024, 0.319], [0.155, -0.100, -0.389], [-0.236, -0.711, -0.215], [-0.377, 0.212, -0.057], [0.333, -0.255, 0.756], [0.179, 0.314, 0.198], [0.043, 0.336, 0.020], [0.310, -0.266, 0.021], [-0.005, -0.316, 0.377], [-0.197, -0.247, -0.085], [0.378, 1.644, -0.737], [4.799, -0.906, 2.519], [-0.952, 2.105, -0.726], [-0.021, -0.193, 0.380], [0.355, -0.080, 0.224], [0.333, -0.503, 0.170], [-0.252, -0.243, -0.175], [-0.391, -0.131, -0.325], [-0.316, 0.733, -0.138], [0.276, -0.023, -0.320], [-0.296, -0.126, 0.066], [-0.304, 0.314, -0.346], [-0.078, 0.178, -0.222], [0.575, 0.222, -0.143], [0.716, -0.139, 0.330], [-0.024, -0.680, 0.446], [0.217, -0.364, 0.043], [-0.374, -0.339, 0.390], [-0.390, 0.131, 0.266], [-0.108, 0.453, 0.027], [0.210, 0.368, -0.366], [-0.221, -0.160, -0.101], [-0.041, -0.019, -0.026], [-0.020, -0.011, 0.008], [-0.046, -0.042, -0.021], [0.061, -0.410, 0.079], [0.221, 0.135, -0.148], [0.022, 0.074, -0.071], [0.020, 0.009, -0.010], [0.001, 0.068, -0.116], [-0.711, 0.262, -0.677], [-0.045, 0.065, 0.066], [-0.039, 0.051, 0.022], [-0.001, 0.029, -0.001], [-0.026, 0.046, 0.017], [-0.120, 0.013, 0.057]], "charge": 1, "total_energy_ha": -2808.564733, "lumo_ha": [-0.073, -0.075], "fmax_ev_per_a": 7.78, "homo_lumo_gap_ev": [5.202, 5.073]}